The following is a DFT calculation (ωB97M-V/def2-TZVPD) of 2 unconnected molecules or ions with the total composition C10H11O2S.

Structure (XYZ):
```
24
Properties=species:S:1:pos:R:3:mulliken_spin:R:1
C 1.25 -0.80 -2.93 -0.139
C -0.08 -0.43 -2.63 0.386
C 2.10 0.14 -2.55 0.491
C -0.20 0.75 -1.89 0.094
C -2.39 1.52 -0.62 0.083
C -0.04 -1.61 0.87 0.005
C -1.32 1.32 -1.39 0.577
C 0.04 -0.73 1.84 0.008
C -0.76 -0.62 3.02 0.002
C 0.93 0.45 1.75 0.003
O -1.43 2.49 -0.37 0.153
O -3.53 1.43 -0.28 0.121
S 1.34 1.51 -1.69 0.168
H 1.46 -1.77 -3.37 0.000
H -0.83 -1.08 -2.56 0.046
H 3.15 0.28 -2.90 0.008
H 0.67 -1.64 0.12 -0.004
H -0.79 -2.32 0.61 -0.008
H -1.06 0.40 2.93 0.001
H -0.15 -0.82 3.87 0.000
H -1.77 -1.11 3.07 0.000
H 0.33 1.39 1.68 -0.003
H 1.56 0.53 0.76 0.019
H 1.51 0.71 2.63 -0.009
```

Calculated values
LUMO energy (spin up / spin down)	3.35 / 3.05	eV
E_HOMO (spin up / spin down)	-0.029 / -4.821	eV
gap between HOMO and LUMO (spin up / spin down)	3.4 / 7.9	eV
calculated total energy	-936.1171	Ha
2S+1	3
<S²>	2.02
charge	-1

---

The following is a DFT calculation (ωB97M-V/def2-TZVPD) of 2 unconnected molecules or ions with the total composition C10H11P.

Structure (XYZ):
```
22
Properties=species:S:1:pos:R:3:mulliken_charge:R:1
C 3.48 1.09 1.26 -0.237
C 3.95 0.02 0.58 -0.511
C 2.20 1.57 1.02 -0.503
C 3.07 -0.67 -0.25 -0.273
C 1.27 0.82 0.30 -0.046
C 1.75 -0.29 -0.37 -0.263
C -3.47 0.88 -0.36 -0.643
C -2.66 0.44 -1.46 -0.282
C -3.05 -1.99 -0.44 -1.027
C -2.66 -0.47 -0.43 0.580
P -2.66 -1.14 1.18 -0.060
H 3.98 1.62 2.04 0.341
H 4.72 -0.55 1.06 0.283
H 1.81 2.54 1.41 0.300
H 3.58 -1.35 -0.90 0.357
H 0.20 1.11 0.32 0.264
H -3.03 1.43 0.37 0.339
H -4.49 0.80 -0.46 0.295
H -3.03 0.10 -2.49 0.199
H 1.09 -1.01 -0.94 0.275
H -3.93 -2.46 -0.75 0.356
H -2.10 -2.49 -0.71 0.256
```

Calculated values
LUMO energy (spin up / spin down)	-0.37 / -0.13	eV
E_HOMO (spin up / spin down)	-7.460 / -7.461	eV
gap between HOMO and LUMO (spin up / spin down)	7.1 / 7.3	eV
calculated total energy	-728.7568	Ha
energy relative to the best compared isomer or geometry (same formula, charge and spin)	575.3	kJ/mol
charge	0

---

The following is a DFT calculation (ωB97M-V/def2-TZVPD) of a molecular structure, C10H12BBa2Br6O8.

Structure (XYZ):
```
39
Properties=species:S:1:pos:R:3:mulliken_charge:R:1
Ba -10.31 -5.91 -3.25 1.998
Ba -2.92 8.87 0.51 1.998
O -0.08 0.06 0.04 -0.598
C -1.18 -0.22 -0.44 0.572
O -1.75 -1.36 -0.65 -0.435
B -3.20 -1.10 -1.00 1.186
O -3.40 0.32 -0.93 -0.470
C -2.29 0.92 -0.66 0.640
O -2.16 2.16 -0.61 -0.694
O -4.09 -1.84 -0.10 -0.553
C -4.81 -2.65 -0.71 0.643
O -5.71 -3.39 -0.32 -0.709
C -4.36 -2.62 -2.16 0.643
O -3.43 -1.77 -2.32 -0.526
O -4.89 -3.29 -3.01 -0.699
Br 3.91 7.18 0.22 -0.194
C 5.80 6.63 0.74 -0.656
C 5.89 5.20 1.08 -0.508
Br 7.68 4.77 1.82 -0.119
H 6.08 7.35 1.51 0.395
H 6.35 6.91 -0.17 0.376
H 5.75 4.59 0.19 0.356
H 5.13 4.99 1.83 0.350
Br 2.39 1.06 7.69 -0.123
C 1.19 2.56 7.47 -0.517
C 0.76 2.57 6.03 -0.599
Br -0.02 4.37 5.63 -0.203
H 1.68 3.45 7.87 0.365
H 0.35 2.33 8.12 0.330
H -0.07 1.90 5.82 0.355
H 1.56 2.32 5.33 0.392
Br -0.65 -7.77 -3.68 -0.129
C -0.54 -6.65 -5.25 -0.590
C 0.64 -7.12 -6.16 -0.634
Br 0.15 -8.82 -7.07 -0.129
H -0.38 -5.62 -4.93 0.354
H -1.42 -6.73 -5.90 0.371
H 1.56 -7.23 -5.59 0.402
H 0.77 -6.42 -6.98 0.356
```

Calculated values
LUMO energy	-10.44	eV
E_HOMO	-12.894	eV
gap between HOMO and LUMO	2.5	eV
calculated total energy	-16509.2039	Ha
energy relative to the best compared isomer or geometry (same formula, charge and spin)	803.3	kJ/mol
charge	+3

---

The following is a DFT calculation (ωB97M-V/def2-TZVPD) of a molecular structure, C10H12BrCoNP.

Structure (XYZ):
```
26
Properties=species:S:1:pos:R:3:mulliken_spin:R:1
C 0.15 1.27 -1.41 -0.006
C 1.36 1.95 -1.08 0.001
C 1.13 2.74 0.06 0.010
C -0.27 2.77 0.35 -0.003
C -0.87 1.79 -0.51 0.005
Co -1.27 -1.64 0.33 1.921
P 0.16 -2.22 -1.36 0.032
H -0.01 0.51 -2.15 -0.002
H 2.34 1.81 -1.59 0.000
H 1.88 3.41 0.56 0.000
H -1.90 1.41 -0.44 0.007
H -0.76 3.36 1.10 0.000
H 1.14 -3.18 -0.98 -0.002
H 0.73 -1.83 -2.60 -0.002
H -0.88 -3.05 -1.83 -0.004
Br 0.67 1.09 5.59 0.012
C 0.41 -0.18 4.19 -0.074
C 0.31 -1.54 4.54 0.424
C 0.10 -2.45 3.50 -0.169
C -0.06 -1.98 2.21 0.301
N -0.12 -0.68 1.90 0.320
C 0.26 0.22 2.84 0.125
H 0.38 -1.84 5.57 0.057
H -0.01 -3.51 3.67 -0.011
H -0.16 -2.66 1.33 0.014
H 0.40 1.27 2.57 0.042
```

Calculated values
LUMO energy (spin up / spin down)	1.83 / 1.82	eV
E_HOMO (spin up / spin down)	-1.392 / -2.736	eV
gap between HOMO and LUMO (spin up / spin down)	3.2 / 4.6	eV
calculated total energy	-4740.9469	Ha
2S+1	4
energy relative to the best compared isomer or geometry (same formula, charge and spin)	0.0	kJ/mol
<S²>	3.78
charge	-1

---

The following is a DFT calculation (ωB97M-V/def2-TZVPD) of a single C10H12BrF molecule.

Structure (XYZ):
```
24
Properties=species:S:1:pos:R:3:mulliken_charge:R:1
C 1.21 -1.35 -1.76 -0.628
C 1.63 -1.35 -0.34 -0.383
C -0.08 -1.09 -1.96 -0.612
C 0.91 -0.91 0.68 -0.992
C 0.63 2.08 0.82 -0.640
C 0.47 1.85 -0.69 -0.851
C -1.07 -1.05 -0.88 0.201
C -0.43 1.20 0.34 -0.309
C -0.44 -0.27 0.52 1.067
C -1.28 -0.62 1.80 -1.156
F -1.35 -2.36 -0.57 -0.345
Br -3.15 0.13 1.59 -0.221
H 1.93 -1.47 -2.48 0.518
H 2.66 -1.67 -0.08 0.322
H -0.49 -0.70 -2.84 0.414
H 1.31 -0.62 1.71 0.372
H 1.57 1.69 1.26 0.224
H 0.38 2.94 1.40 0.315
H 0.11 2.67 -1.32 0.285
H 1.23 1.29 -1.10 0.324
H -2.01 -0.45 -1.16 0.438
H -1.42 1.65 0.37 0.613
H -0.98 0.07 2.59 0.478
H -1.35 -1.63 2.13 0.567
```

Calculated values
LUMO energy	0.26	eV
E_HOMO	-8.963	eV
gap between HOMO and LUMO	9.2	eV
calculated total energy	-3062.0152	Ha
energy relative to the best compared isomer or geometry (same formula, charge and spin)	0.0	kJ/mol
charge	0
SMILES string	F[C@@H]1C=CC=C[C@@]1(CBr)C1CC1

---

The following is a DFT calculation (ωB97M-V/def2-TZVPD) of a gas-phase ion, C10H12BrN2O2 (charge +1).

Structure (XYZ):
```
27
Properties=species:S:1:pos:R:3:mulliken_charge:R:1
C 1.39 2.95 -1.65 -0.437
C 2.01 2.34 -0.56 -0.710
C 0.25 2.41 -2.25 -0.574
C 1.62 1.03 -0.13 -0.556
C -0.17 1.14 -1.82 -0.308
C 0.60 0.49 -0.89 0.464
C 0.24 -1.13 -0.63 -0.430
C -0.62 -1.53 0.65 1.636
C -1.21 -0.39 1.31 -1.529
C -0.02 -2.58 1.67 -1.338
N -0.85 -1.70 -1.33 0.629
N -1.57 -2.07 -0.35 0.375
O -2.71 -2.49 -0.35 -0.584
O -1.28 -1.64 -2.61 -0.362
Br 1.84 -2.17 -1.10 0.024
H 1.76 3.88 -1.88 0.473
H 2.73 2.96 -0.19 0.469
H -0.02 2.61 -3.34 0.286
H 2.29 0.38 0.37 0.491
H -1.09 0.63 -2.29 0.276
H -1.73 -0.85 2.23 0.405
H -2.02 0.06 0.67 0.416
H -0.48 0.40 1.58 0.323
H -0.81 -2.95 2.35 0.430
H 0.91 -2.19 2.16 0.335
H 0.32 -3.51 1.08 0.392
H -1.89 -2.39 -2.82 0.406
```

Calculated values
LUMO energy	-5.15	eV
E_HOMO	-12.999	eV
gap between HOMO and LUMO	7.8	eV
calculated total energy	-3221.7766	Ha
energy relative to the best compared isomer or geometry (same formula, charge and spin)	102.3	kJ/mol
charge	+1
SMILES string	CC1(C)[N+](=O)N(O)[C@@]1(Br)c1ccccc1

---

The following is a DFT calculation (ωB97M-V/def2-TZVPD) of a single C10H12ClN molecule.

Structure (XYZ):
```
24
Properties=species:S:1:pos:R:3:mulliken_charge:R:1
C -0.20 2.61 -1.14 -0.666
C -1.10 1.71 -1.78 -0.673
C 0.58 2.04 -0.16 -0.350
C -1.03 0.36 -1.61 -0.351
C 0.67 0.67 -0.04 0.528
C -0.18 -0.24 -0.71 1.048
C 1.64 0.11 0.92 -0.971
C 0.95 -0.62 1.99 0.400
C -0.35 -0.22 2.49 -0.967
C -0.61 -2.54 -1.37 -0.794
N -0.10 -1.53 -0.48 -0.280
Cl 1.65 -2.11 2.51 -0.226
H -0.16 3.66 -1.18 0.436
H -1.75 1.97 -2.64 0.300
H 1.35 2.76 0.28 0.205
H -1.90 -0.22 -2.04 0.099
H 2.52 -0.50 0.44 0.332
H 2.32 0.92 1.42 0.296
H -1.15 -1.06 2.72 0.280
H -0.82 0.36 1.77 0.288
H -0.19 0.38 3.44 0.271
H -0.05 -2.85 -2.34 0.232
H -0.56 -3.49 -0.78 0.283
H -1.56 -2.18 -1.72 0.280
```

Calculated values
LUMO energy (spin up / spin down)	0.75 / -1.31	eV
E_HOMO (spin up / spin down)	-8.129 / -6.865	eV
gap between HOMO and LUMO (spin up / spin down)	8.9 / 5.6	eV
calculated total energy	-903.0381	Ha
energy relative to the best compared isomer or geometry (same formula, charge and spin)	418.9	kJ/mol
charge	0

---

The following is a DFT calculation (ωB97M-V/def2-TZVPD) of a single C10H12F10NO5PS3 molecule.

Structure (XYZ):
```
42
Properties=species:S:1:pos:R:3:mulliken_charge:R:1
N 1.32 1.08 3.14 -0.521
C 1.36 1.51 2.04 0.599
O 1.36 1.85 0.80 -0.455
C 0.87 0.83 -0.07 0.869
C -0.69 0.89 -0.08 -1.394
C -1.45 -0.43 0.06 -0.484
C -2.75 -0.31 0.84 0.417
F -3.07 -1.53 1.29 -0.363
F -2.48 0.41 1.96 -0.337
C -3.89 0.45 0.08 0.518
F -4.13 1.59 0.73 -0.290
F -3.44 0.82 -1.12 -0.302
S -5.54 -0.47 -0.13 1.480
F -4.77 -1.77 -0.56 -0.290
F -5.54 -0.87 1.38 -0.282
F -6.37 0.83 0.22 -0.312
F -5.63 -0.05 -1.66 -0.304
F -6.89 -1.25 -0.31 -0.288
O 1.25 1.36 -1.36 -0.550
S 1.06 0.14 -2.42 1.186
O 2.23 0.13 -3.22 -0.598
O -0.16 0.21 -3.13 -0.584
O 1.05 -1.05 -1.33 -0.411
C 1.56 -0.51 -0.09 1.005
C 3.13 -0.54 -0.32 -1.870
C 3.90 0.73 0.07 -0.127
C 5.36 0.62 -0.34 -0.587
F 5.52 1.21 -1.58 -0.300
P 1.38 -1.68 1.39 0.168
S 0.95 -3.46 0.74 -0.345
H -0.97 1.64 0.66 0.838
H -0.98 1.33 -1.02 0.652
H -0.91 -1.25 0.52 0.124
H -1.70 -0.77 -0.94 0.424
H 3.36 -0.79 -1.34 0.451
H 3.56 -1.34 0.28 0.690
H 3.51 1.64 -0.38 0.343
H 3.90 0.83 1.15 0.242
H 5.71 -0.41 -0.37 0.316
H 5.98 1.19 0.34 0.334
H 0.31 -1.17 2.13 0.117
H 2.57 -1.60 2.13 0.221
```

Calculated values
LUMO energy	0.03	eV
E_HOMO	-9.588	eV
gap between HOMO and LUMO	9.6	eV
calculated total energy	-3353.6173	Ha
charge	0
SMILES string	N#CO[C@@]1(CCC(F)(F)C(F)(F)S(F)(F)(F)(F)F)OS(=O)(=O)O[C@]1(CCCF)[PH2]=S